9
Properties=species:S:1:pos:R:3:nbo_charge:R:1 method="wB97M-V/def2-TZVPD" relative_energy_kj_mol=420.8 e_homo_ev="-7.6 / -7.5" lumo_ha="-0.0235 / -0.0263" spin_multiplicity=1
S 0.5754 0.4605 -0.4908 0.025
O -1.4134 2.2720 0.8985 -0.575
N -0.0628 0.3734 1.0883 -0.784
N 0.9936 -1.7108 -2.5302 -0.294
N 0.2873 -1.5944 -1.6495 0.164
C -0.9921 1.3086 1.4714 0.526
H -1.2964 1.0953 2.5205 0.083
H 1.8213 -1.8216 -3.0659 0.454
H 0.0870 -0.3831 1.7578 0.401